Record 1
Here is 2 unconnected molecules or ions with the total composition C4H7NO in a non-equilibrium geometry from OMol25. Energies are from wB97M-V/def2-TZVPD.

Output
relative energy (zero: lowest compared OMol25 entry of this formula, charge and spin): 3.0747 eV
max |F|: 3.4 eV/Å
M: 85.1 g mol⁻¹
LUMO: 0.86 eV
structure (SMILES): CC(C)=O.C#N
Kohn-Sham gap: 10.6 eV

```
13
Properties=species:S:1:pos:R:3:forces:R:3:mulliken_charge:R:1
C -1.3896 0.9106 -0.5694 -0.553 0.651 0.268 -1.168
C -0.1847 0.0334 -0.4429 -1.382 -1.081 1.537 0.755
C 1.0501 0.6472 0.0309 0.192 1.178 -3.210 -0.830
N 1.4030 -1.5253 1.8118 -0.406 -0.092 -0.784 -0.485
C 0.6717 -2.0635 1.0950 0.855 -0.742 2.296 0.189
O -0.2727 -1.1577 -0.6737 -0.090 -0.143 -1.168 -0.624
H -2.1987 0.5781 -1.2182 0.409 -0.467 -0.108 0.335
H -1.8076 0.9580 0.4317 -0.161 0.071 0.285 0.288
H -1.1481 1.9273 -0.8453 0.183 0.310 -0.036 0.348
H 0.8811 0.9439 -1.1562 1.878 0.859 1.695 0.223
H 1.9585 0.0463 0.0265 -0.510 -0.003 0.313 0.417
H 1.0515 1.5383 0.6773 -0.244 -0.401 -0.601 0.255
H -0.0244 -2.8008 0.7957 -0.171 -0.141 -0.487 0.297
```
Positions in Å, forces in eV/Å.


Record 2
Here is a gas-phase ion, C11H12N3O2S (charge +1) in a non-equilibrium geometry from OMol25. Energies are from wB97M-V/def2-TZVPD.

Output
relative energy (zero: lowest compared OMol25 entry of this formula, charge and spin): 0.6026 eV
net charge: +1
max |F|: 5.6 eV/Å
M: 250.3 g mol⁻¹
LUMO: -4.63 eV
structure (SMILES): Cc1cccc[n+]1-c1ccncc1S(N)(=O)=O
Kohn-Sham gap: 8.5 eV

```
29
Properties=species:S:1:pos:R:3:forces:R:3:mulliken_charge:R:1
O 0.4727 -2.3996 -0.5477 0.819 1.811 -1.295 -0.630
O 1.2014 -3.0619 1.7118 1.078 2.410 -0.120 -0.613
N 0.0837 0.6715 3.4763 0.008 -1.011 1.527 -0.545
C -0.1141 1.8313 2.8448 0.475 -2.506 2.086 -0.348
C 0.0838 -0.5365 2.8970 0.232 2.242 -1.046 -0.564
C 1.1840 1.2611 -3.1215 2.124 -0.697 -0.659 -0.495
C -0.2196 1.7725 1.4810 -0.939 1.402 -0.963 -0.496
C 2.1142 1.2006 -2.0991 -1.321 -0.565 2.822 -0.628
C -0.1187 0.8398 -2.8644 0.610 1.396 -4.378 -0.521
C -0.1159 0.5951 0.7314 0.122 -1.202 4.419 -0.452
C -0.0237 -0.6242 1.5142 0.804 0.846 -1.810 0.283
C 1.6025 0.9071 -0.8086 2.139 0.288 0.107 0.322
C -0.5751 0.6574 -1.6462 -1.792 -1.630 2.254 1.186
N -1.1132 -3.1085 1.1270 -0.453 1.951 1.653 -0.624
N 0.2887 0.7086 -0.5946 0.326 0.004 -1.828 0.677
C -2.0043 0.1740 -1.5122 0.124 1.672 0.181 -1.481
S 0.3415 -2.2641 0.8597 -2.150 -5.014 1.421 1.230
H -0.0509 2.6593 3.6026 -0.376 -0.235 -1.727 0.409
H 0.3841 -1.4143 3.4321 -0.218 -0.229 0.663 0.543
H 1.6819 1.4503 -4.0938 -1.292 -0.035 0.268 0.358
H -0.4669 2.7424 1.0794 0.454 0.046 -1.099 0.480
H 3.1892 1.3001 -2.1036 -0.052 0.295 -0.715 0.422
H -0.8434 0.7239 -3.7005 0.814 0.197 0.680 0.356
H 2.3299 0.8330 0.0873 -1.654 0.161 -1.474 0.352
H -1.1833 -3.2446 2.1729 -0.069 -0.197 -1.684 0.320
H -1.0173 -3.9898 0.6359 0.058 -0.096 0.039 0.299
H -2.5124 0.4375 -2.4394 0.107 -0.355 -0.058 0.461
H -2.0426 -0.8850 -1.3456 -0.086 -0.513 0.326 0.320
H -2.5560 0.7629 -0.7760 0.109 -0.435 0.410 0.376
```
Positions in Å, forces in eV/Å.


Record 3
Here is a molecular structure, C23H30F5O6PtTe in a non-equilibrium geometry from OMol25. Energies are from wB97M-V/def2-TZVPD.

Output
net charge: -1
max |F|: 1.9 eV/Å
M: 820.2 g mol⁻¹
LUMO (spin up / spin down): 1.69 / 1.69 eV
multiplicity: 5
Kohn-Sham gap (spin up / spin down): 5.8 / 6.6 eV

```
66
Properties=species:S:1:pos:R:3:forces:R:3:mulliken_charge:R:1
C 0.1714 -0.5213 -4.1281 -0.413 -0.133 0.576 2.875
C -0.2270 -1.0680 -2.7452 0.284 -0.079 0.015 -1.901
C 0.0801 1.0105 -3.9095 0.134 0.089 -0.085 -1.964
C -1.0671 1.2232 -2.9209 -0.035 -0.050 0.048 -0.033
H -0.0687 1.5272 -4.8511 -0.004 0.028 -0.104 0.358
H 1.0277 1.3410 -3.4909 0.098 0.019 0.071 0.544
C -1.3575 -0.1552 -2.2870 -0.046 0.046 -0.030 0.712
H 0.6405 -0.9734 -2.0939 0.069 0.057 0.102 0.484
H -0.5078 -2.1180 -2.7568 0.020 -0.093 -0.109 0.557
C -1.4545 0.1334 -0.7895 0.069 0.099 0.143 -1.048
H -2.3085 -0.5315 -2.6587 -0.104 -0.073 -0.037 0.505
H -1.9453 1.5584 -3.4643 -0.146 0.111 -0.044 0.475
C -0.8606 2.1696 -1.7146 -0.168 -0.154 0.229 1.669
C 1.6005 -0.8413 -4.5176 0.447 -0.189 0.067 -0.285
C -0.8575 -0.9566 -5.1779 -0.156 0.728 -1.364 0.005
O -1.3184 -0.1960 -5.9921 0.310 -0.183 0.612 -0.583
O 2.4795 -1.1848 -3.7617 -0.611 0.041 -0.542 -0.628
O 1.7904 -0.6069 -5.8329 0.007 -0.540 -0.001 -0.271
O -1.3567 -2.2168 -5.1423 -0.049 -0.542 0.701 -0.338
C -0.6786 -3.3603 -5.6723 0.027 0.504 -0.269 -0.645
H -0.3542 -4.0587 -4.9071 0.012 0.125 0.334 0.262
H 0.1758 -3.0473 -6.2687 0.102 -0.032 -0.079 0.274
H -1.3999 -3.8530 -6.3160 0.029 -0.127 -0.108 0.282
C 3.0159 -1.1138 -6.3893 0.013 0.377 0.213 -0.791
H 3.8719 -0.7021 -5.8610 0.039 0.012 0.007 0.311
H 3.0186 -0.7958 -7.4252 -0.009 0.003 -0.059 0.266
H 3.0470 -2.1985 -6.3222 -0.058 -0.077 0.040 0.333
O -1.6370 1.5379 -0.6713 0.149 -0.008 -0.318 -0.516
H -0.5446 -0.1908 -0.2689 0.014 0.040 0.044 0.217
H -2.3030 -0.3456 -0.3058 -0.043 -0.001 0.011 0.193
C -1.4675 3.5376 -1.9442 -0.007 0.086 0.010 -1.770
C 0.5845 2.3021 -1.2493 0.019 0.006 0.012 -1.986
H 1.1760 2.8973 -1.9432 0.025 0.053 -0.093 0.403
H 1.0790 1.3396 -1.1335 0.022 -0.138 0.012 0.311
H 0.5977 2.8040 -0.2844 -0.043 0.008 0.082 0.489
H -1.2773 4.1953 -1.0979 0.004 0.007 0.074 0.411
H -2.5438 3.4556 -2.0787 -0.077 -0.057 -0.026 0.423
H -1.0420 3.9969 -2.8355 0.072 0.036 -0.075 0.338
Pt -0.0105 -0.2258 3.5898 0.119 -0.198 0.818 1.375
C -1.8752 -0.2942 5.0101 -0.854 -0.416 0.601 -0.785
C -2.3515 -0.0821 3.6966 -0.324 0.542 -0.468 -0.338
C -2.0505 -1.2244 2.9264 -0.194 0.156 -0.926 -0.245
H -2.8067 0.8192 3.3299 -0.131 0.097 0.010 0.460
C -1.3991 -2.1501 3.7628 -0.146 -0.744 -0.012 -0.693
C -1.2992 -1.5803 5.0495 -0.571 -0.381 0.608 -0.807
H -0.8356 -2.0336 5.9084 0.025 0.114 0.070 0.500
H -1.9476 0.3968 5.8331 -0.209 -0.200 -0.183 0.902
H -2.2498 -1.3476 1.8751 -0.125 -0.068 -0.012 0.322
H -1.0176 -3.1122 3.4645 0.014 -0.071 -0.027 0.419
C 2.1990 0.5000 4.1085 0.757 0.560 -0.116 -0.214
C 1.8112 -0.4575 5.0670 0.749 -0.649 0.455 -0.348
C 1.6395 -1.6887 4.3954 0.662 -0.333 0.430 -0.949
H 1.6766 -0.2840 6.1215 0.080 -0.178 -0.208 0.619
C 1.8859 -1.4832 3.0193 0.076 -0.441 -0.499 -0.476
C 2.2470 -0.1292 2.8522 -0.038 0.508 -0.896 -0.704
H 2.4460 0.3605 1.9154 0.223 -0.010 -0.090 0.463
H 2.3561 1.5496 4.2889 0.018 -0.105 0.104 0.343
H 1.3523 -2.6206 4.8489 -0.042 -0.061 0.051 0.524
H 1.8313 -2.2288 2.2442 0.027 -0.052 -0.054 0.422
F 0.2939 3.8402 6.5327 -0.140 -0.880 0.248 -0.515
Te 0.0936 1.8726 6.8062 -0.149 1.236 0.149 1.716
F -0.1614 -0.0760 7.2757 0.124 -0.035 0.281 -0.544
F 0.2966 2.1163 8.7991 -0.137 -0.026 -1.482 -0.499
F 2.1021 1.7827 6.7475 -0.331 0.043 0.248 -0.550
F -1.8776 2.1739 7.0856 0.628 -0.132 -0.042 -0.525
O -0.1268 1.6097 4.6575 -0.103 1.730 0.887 -0.812
```
Positions in Å, forces in eV/Å.


Record 4
Here is 3 unconnected molecules or ions with the total composition C3H13NO2S in a non-equilibrium geometry from OMol25. Energies are from wB97M-V/def2-TZVPD.

Output
relative energy (zero: lowest compared OMol25 entry of this formula, charge and spin): 1.8135 eV
max |F|: 2.4 eV/Å
M: 127.2 g mol⁻¹
LUMO: 0.50 eV
structure (SMILES): CNCCS.O.O
Kohn-Sham gap: 9.1 eV

```
20
Properties=species:S:1:pos:R:3:forces:R:3:mulliken_charge:R:1
C 1.3757 -1.3513 0.1477 -0.846 0.154 0.905 -1.051
N 0.0733 -0.7038 0.4023 0.387 0.036 0.395 -0.277
C 0.3129 0.7423 0.3060 -1.505 -0.868 -1.361 -0.343
C -0.7842 1.7360 0.6426 -2.199 0.766 0.736 -0.816
S -0.0445 3.3468 1.0934 -0.141 -0.037 -0.156 -0.209
H 1.1785 -2.4098 0.2545 0.412 -0.353 -0.439 0.359
H 2.0598 -1.0711 0.9449 0.010 -0.025 0.263 0.344
H 1.8886 -1.0441 -0.7700 -0.269 -0.271 -0.356 0.356
H -0.5881 -1.0550 -0.2825 -0.027 0.336 0.020 0.222
H 1.1487 0.9122 0.9845 0.204 0.419 -0.657 0.356
H 0.4086 0.8586 -0.7778 1.516 0.959 0.017 0.261
H -1.5732 2.1076 -0.0778 1.303 -1.179 -0.245 0.335
H -1.5019 1.4052 1.4144 0.906 -0.002 0.410 0.343
H -0.0404 3.7468 -0.1917 0.192 0.210 0.291 0.123
H -0.4052 -0.3307 -4.1735 -0.635 -0.209 0.328 0.318
H -1.7462 0.2207 -4.8937 -0.151 -0.417 0.611 0.320
O -0.7932 0.1720 -4.8863 0.789 0.624 -0.934 -0.638
H 0.2826 -2.9336 3.4051 -0.253 0.076 0.112 0.299
H -1.0583 -2.1620 3.4336 -0.128 -0.125 0.163 0.284
O -0.1933 -2.1867 3.0245 0.436 -0.093 -0.103 -0.585
```
Positions in Å, forces in eV/Å.